Density functional theory data (ωB97M-V/def2-TZVPD) for one molecule with the formula C2H5N3O4 at a distorted geometry.

Cartesian coordinates (Å):
N1 1.96 -0.05 0.21
C1 -0.42 0.45 -0.56
O1 3.87 -1.19 -0.14
H1 0.22 -1.01 0.90
O2 2.13 -2.32 0.29
O3 1.77 2.13 0.29
N2 2.46 1.18 0.03
H2 -0.20 1.39 -0.89
H3 0.53 0.76 1.51
N3 2.72 -1.27 0.12
O4 3.55 1.31 -0.43
H4 -1.50 0.52 -0.33
H5 -0.24 -0.37 -1.25
C2 0.36 -0.01 0.67

Results
DFT total energy = -14807.0433 eV
Largest force on an atom = 0.0908 Eh/bohr
ΔE to the lowest compared entry with this formula, charge and spin = 625.5 kJ/mol
HOMO level = -11.08 eV
Structure (SMILES) = CCN([N+](=O)[O-])[N+](=O)[O-]
Orbital gap = 10.7 eV